68
Properties=species:S:1:pos:R:3:mulliken_charge:R:1 method="wB97M-V/def2-TZVPD" total_energy_ha=-2416.2040 lumo_ev="-0.13 / -0.21" spin_multiplicity=8 e_above_lowest_kcal_mol=51.8 gap_ev="4.04 / 7.01" molar_mass_g_mol=629.56 charge=0 s2=15.781
C 2.662 -2.396 -0.487 -0.910
C 1.410 -3.784 -0.939 -0.824
H 3.069 -1.903 -1.398 0.224
H 3.434 -3.061 -0.101 0.739
H 2.355 -1.733 0.361 0.258
H 1.225 -3.856 -2.034 0.332
H 2.021 -4.639 -0.647 0.503
H 0.499 -3.792 -0.290 0.271
C 2.691 0.716 -2.342 0.135
C 3.040 2.006 -2.768 -0.730
C 2.273 2.607 -3.770 -0.564
C 1.157 1.926 -4.261 -0.592
H 3.236 0.222 -1.532 0.147
H 3.894 2.497 -2.306 0.425
H 2.524 3.594 -4.155 0.399
H 0.501 2.362 -5.010 0.203
N 1.665 0.028 -2.867 -0.185
C 0.839 0.646 -3.752 0.434
C -0.443 -0.030 -4.058 0.510
N -0.739 -1.140 -3.333 -0.159
C -1.960 -1.690 -3.442 0.077
C -2.620 -0.106 -5.128 -0.361
C -2.933 -1.208 -4.328 -1.035
H -2.149 -2.533 -2.774 0.305
H -3.901 -1.703 -4.368 0.398
C -1.364 0.486 -4.997 -0.703
H -1.069 1.347 -5.591 0.292
H -3.340 0.296 -5.838 0.405
Eu 0.773 -1.744 -1.232 0.695
C -1.512 -2.823 -0.386 -1.928
H -1.701 -3.623 -1.120 0.474
H -2.275 -2.037 -0.422 0.406
H -1.380 -3.220 0.631 0.422
N 0.594 0.097 -0.051 -0.047
P 0.035 0.574 1.325 1.440
C -1.581 1.406 1.330 -0.018
C -1.839 2.532 2.130 -0.519
C -3.129 3.066 2.190 -0.671
C -4.155 2.510 1.420 -0.527
C -3.879 1.445 0.554 -0.573
C -2.585 0.917 0.478 -0.087
C -0.115 -0.825 2.479 0.129
C 1.058 -1.548 2.747 -0.223
C 0.977 -2.809 3.340 -0.791
C -0.267 -3.321 3.724 -0.447
C -1.429 -2.568 3.518 -0.706
C -1.359 -1.320 2.891 -0.208
C 1.128 1.697 2.238 -0.083
C 2.051 2.453 1.507 -0.776
C 2.906 3.331 2.181 -0.495
C 2.843 3.444 3.576 -0.485
C 1.932 2.670 4.305 -0.608
C 1.078 1.787 3.637 -0.129
H -1.036 2.985 2.711 0.334
H -3.328 3.917 2.844 0.388
H -5.167 2.913 1.486 0.359
H -4.671 1.019 -0.064 0.427
H -2.347 0.129 -0.239 0.237
H 2.031 -1.128 2.478 0.553
H 1.890 -3.387 3.496 0.409
H -0.330 -4.308 4.183 0.363
H -2.400 -2.957 3.829 0.395
H -2.264 -0.738 2.710 0.345
H 2.094 2.329 0.423 0.384
H 3.622 3.929 1.614 0.393
H 3.507 4.134 4.099 0.370
H 1.881 2.747 5.392 0.383
H 0.377 1.170 4.203 0.418